Record 1
This record from the OMol25 dataset describes a 3-piece molecular cluster, C10H19F4NO5P overall. The level of theory is the ωB97M-V functional and the def2-TZVPD basis.

## Properties
net charge = -1
gap between HOMO and LUMO = 5.982 eV
total energy = -42564.977 eV

Cartesian coordinates (Å):
N (4.33691, -0.20024, 0.06601)
P (3.37866, 1.29322, 0.49745)
O (2.49398, 2.73383, 0.97593)
C (4.88722, 1.94724, 1.63795)
F (4.57850, 1.81216, 2.98725)
F (5.10769, 3.29582, 1.45022)
C (6.25522, 1.30612, 1.46588)
F (6.74423, 1.56058, 0.21859)
F (7.17443, 1.85149, 2.34648)
H (3.83050, -0.99148, 0.45132)
H (4.30316, -0.31069, -0.94238)
H (2.86926, 0.59125, 1.68049)
H (2.26856, 0.90101, -0.31354)
H (3.98759, 2.02197, -0.58935)
H (2.38446, 2.69921, 1.92866)
H (6.23447, 0.23482, 1.63661)
O (0.52047, -0.87244, 0.02058)
C (-0.34139, -0.05252, -0.00080)
O (-0.50010, 0.79375, -1.05979)
C (-1.50682, 1.76702, -0.77732)
C (-2.39078, 1.12999, 0.29269)
C (-1.38140, 0.27866, 1.05525)
H (-1.01847, 2.67743, -0.42184)
H (-2.03075, 1.98622, -1.70650)
H (-2.91328, 1.86202, 0.90548)
H (-3.14005, 0.48793, -0.17693)
H (-0.88711, 0.84517, 1.84665)
H (-1.79941, -0.63309, 1.47402)
O (-3.75191, -2.27848, 1.09141)
C (-4.16593, -2.40548, -0.02048)
O (-5.38659, -1.94144, -0.39883)
C (-5.65749, -2.30348, -1.76176)
C (-4.28992, -2.54604, -2.39487)
C (-3.48838, -3.06630, -1.20643)
H (-6.27525, -3.20507, -1.76077)
H (-6.21958, -1.49132, -2.21650)
H (-4.33217, -3.22583, -3.24292)
H (-3.86818, -1.60026, -2.73731)
H (-3.57743, -4.14742, -1.08044)
H (-2.43297, -2.80536, -1.22015)

---

Record 2
This record from the OMol25 dataset describes an isolated ion of composition C10H19F4S and charge +1 at a distorted geometry. The level of theory is the ωB97M-V functional and the def2-TZVPD basis.

## Properties
relative energy (zero: lowest compared OMol25 entry of this formula, charge and spin) = 0.0 kJ/mol
net charge = +1
gap between HOMO and LUMO = 10.076 eV
total energy = -32375.158 eV

Cartesian coordinates (Å):
C (0.56919, 1.41158, 3.31408)
C (-0.67476, 0.50630, 3.43677)
C (-1.08826, -0.21526, 2.15974)
C (0.06730, -0.97797, 1.47797)
C (-0.41519, -2.11314, 0.56552)
C (-0.05530, -1.96799, -0.92676)
C (1.38166, -1.51202, -1.19696)
C (1.65868, -0.00589, -1.35800)
S (0.17435, 1.01930, -1.29363)
C (-0.09384, 1.64625, -3.02658)
F (0.74965, 0.99362, -3.85769)
F (0.15607, 2.98154, -3.05580)
C (-1.54912, 1.37910, -3.44602)
F (-1.71281, 0.04223, -3.52045)
F (-2.37185, 1.88255, -2.50030)
H (1.03874, 1.36813, 2.33691)
H (0.29394, 2.44844, 3.48117)
H (1.30762, 1.16551, 4.06634)
H (-1.50697, 1.12328, 3.75974)
H (-0.50083, -0.22422, 4.21986)
H (-1.85390, -0.93941, 2.41752)
H (-1.50176, 0.49467, 1.44345)
H (0.66606, -0.24887, 0.94144)
H (0.68270, -1.39634, 2.26958)
H (-1.49717, -2.18867, 0.61958)
H (-0.03544, -3.07188, 0.90195)
H (-0.16178, -2.94830, -1.38011)
H (-0.80980, -1.35250, -1.41154)
H (2.00660, -1.85345, -0.37817)
H (1.74446, -2.01798, -2.08350)
H (2.17904, 0.20319, -2.28610)
H (2.30315, 0.36909, -0.56940)
H (0.58103, 2.15922, -0.70558)
H (-1.73145, 1.83988, -4.41504)

---

Record 3
This record from the OMol25 dataset describes a 2-piece molecular cluster, C10H19FO6PS overall at a distorted geometry. The level of theory is the ωB97M-V functional and the def2-TZVPD basis.

## Properties
net charge = -1
gap between HOMO and LUMO = 5.698 eV
total energy = -45806.423 eV

Cartesian coordinates (Å):
C (3.62406, 0.46660, 1.47244)
O (3.33248, 1.25400, 0.33732)
C (2.42773, 0.65922, -0.56810)
C (0.94833, 0.97623, -0.26177)
C (0.72218, 2.39327, 0.21185)
C (-0.75431, 2.81214, 0.30068)
C (-1.46856, 2.41893, 1.59743)
C (-1.85402, 0.93411, 1.82149)
P (-2.86880, 0.27841, 0.58884)
O (-2.17357, -0.12860, -0.87346)
O (-3.92432, 1.43547, 0.11987)
S (-3.86813, -1.33051, 1.13254)
H (3.29818, 0.98931, 2.36735)
H (3.12849, -0.49711, 1.46016)
H (4.69415, 0.28785, 1.53228)
H (2.60697, 1.01392, -1.57760)
H (2.47895, -0.42352, -0.55849)
H (0.59617, 0.24961, 0.45173)
H (0.44048, 0.87671, -1.21186)
H (1.22764, 2.60494, 1.14758)
H (1.18331, 3.04641, -0.53018)
H (-0.74853, 3.90361, 0.24654)
H (-1.31317, 2.47355, -0.56321)
H (-2.41628, 2.95629, 1.60263)
H (-0.91785, 2.79519, 2.45348)
H (-0.92653, 0.36929, 1.83504)
H (-2.33088, 0.59420, -1.50071)
H (-4.73854, 0.92425, -0.03824)
C (-0.51969, -3.06933, -2.08244)
C (-0.34340, -4.33894, -1.28393)
O (0.82158, -4.06289, -0.52414)
C (0.86261, -2.70702, -0.34955)
O (1.52173, -2.13966, 0.45322)
O (0.02503, -2.09272, -1.20184)
F (-0.11192, -5.41919, -2.08092)
H (0.06326, -3.09661, -3.00555)
H (-1.55704, -2.84252, -2.31310)
H (-1.16777, -4.56492, -0.60737)

---

Record 4
This record from the OMol25 dataset describes one molecule with the formula C10H19INO5P at a distorted geometry. The level of theory is the ωB97M-V functional and the def2-TZVPD basis.

## Properties
SMILES string = CC[C@@H](I)C(=O)O[C@H](CCCCOC=O)P(N)O
gap between HOMO and LUMO = 8.430 eV
total energy = -39792.470 eV

Cartesian coordinates (Å):
C (-4.14075, -2.39009, 1.47585)
C (-3.75539, -1.16025, 2.43576)
C (-2.20347, -1.08402, 2.83970)
I (-1.36537, -3.01029, 3.46922)
C (-1.34750, -0.40000, 1.64237)
O (-1.60618, -0.81528, 0.49090)
O (-0.43786, 0.63116, 1.97423)
C (0.85383, 0.48035, 1.34224)
C (0.86814, 0.90260, -0.22933)
C (2.22411, 1.63716, -0.68131)
C (1.80976, 2.76979, -1.75527)
C (1.48186, 2.19769, -3.21241)
O (0.23953, 1.44412, -3.28976)
C (0.34351, 0.40763, -4.24883)
O (-0.61085, 0.24602, -5.04186)
P (1.69624, -1.20201, 1.63064)
N (1.65183, -2.20432, 0.17600)
O (3.38435, -0.77652, 1.77505)
H (-4.92518, -3.08034, 1.95817)
H (-3.23179, -2.98686, 1.09782)
H (-4.64852, -1.99239, 0.51834)
H (-4.44514, -1.24254, 3.35770)
H (-4.09926, -0.20510, 1.89177)
H (-2.10929, -0.36575, 3.73151)
H (1.54514, 1.25758, 1.84970)
H (0.73944, -0.01942, -0.90212)
H (-0.00948, 1.61126, -0.41007)
H (3.03341, 0.92200, -1.06572)
H (2.61369, 2.19620, 0.25186)
H (2.72184, 3.46226, -1.86058)
H (0.97700, 3.41869, -1.30951)
H (1.41381, 3.11486, -3.90981)
H (2.35009, 1.55799, -3.61872)
H (1.24262, -0.31176, -4.31250)
H (1.73884, -3.17642, 0.52618)
H (2.52361, -2.03615, -0.36901)
H (3.48339, 0.20218, 1.78179)

---

Record 5
This record from the OMol25 dataset describes an isolated ion of composition C10H19N2S and charge +1 at a distorted geometry. The level of theory is the ωB97M-V functional and the def2-TZVPD basis.

## Properties
net charge = +1
gap between HOMO and LUMO (alpha / beta) = 5.942 / 7.659 eV
expectation value of S² = 2.01
2S+1 = 3
total energy = -24481.357 eV

Cartesian coordinates (Å):
C (-2.06941, -0.89385, -0.11091)
C (-0.18246, 0.74054, 0.10162)
C (-3.20711, -1.56545, 0.08395)
C (-0.73214, -1.38468, -0.81306)
C (-1.08416, -1.45584, -2.29588)
C (-0.23967, -2.75554, -0.37606)
C (1.88703, 1.91996, 2.53487)
C (1.44099, -0.63326, -1.21056)
C (-0.07002, 2.99822, 0.60548)
C (1.95856, 1.61827, 1.10605)
N (0.27331, -0.34957, -0.47249)
N (0.55107, 1.70241, 0.60559)
S (-1.92596, 0.79195, 0.19252)
H (-3.99746, -1.16154, 0.77913)
H (-3.39334, -2.62477, -0.01512)
H (-0.35803, -2.02566, -2.94628)
H (-1.18893, -0.31978, -2.66499)
H (-2.01453, -1.98406, -2.30222)
H (0.71232, -2.97762, -0.85830)
H (-0.94175, -3.42600, -0.85500)
H (-0.44554, -2.94692, 0.74652)
H (1.10675, 1.37191, 3.17473)
H (2.83938, 1.83391, 3.12801)
H (1.59066, 2.96650, 2.67378)
H (1.36207, -1.09071, -2.23391)
H (1.88791, -1.45241, -0.61753)
H (2.19548, 0.14847, -1.34408)
H (-0.10763, 3.64501, 1.61934)
H (0.35976, 3.72946, -0.16000)
H (-1.14086, 2.89820, 0.35434)
H (2.73029, 2.15650, 0.53354)
H (2.20341, 0.52635, 1.03695)

---

Record 6
This record from the OMol25 dataset describes an isolated ion of composition C10H19N2Si and charge +1 at a distorted geometry. The level of theory is the ωB97M-V functional and the def2-TZVPD basis.

## Properties
SMILES string = CC(C)(C)[Si](C)(C)[n+]1ccccn1
relative energy (zero: lowest compared OMol25 entry of this formula, charge and spin) = 29.1 kJ/mol
net charge = +1
gap between HOMO and LUMO = 8.841 eV
total energy = -21528.512 eV

Cartesian coordinates (Å):
C (0.78638, -2.02669, 1.09418)
C (-0.57743, -1.50151, 0.48733)
C (-1.38479, -0.90667, 1.64798)
C (-1.29784, -2.69728, -0.02371)
Si (-0.35135, -0.20415, -0.98425)
C (0.73879, -0.81281, -2.41418)
C (-1.86399, 0.80456, -1.62622)
N (0.57428, 1.30435, -0.09776)
C (1.82386, 1.25523, 0.30693)
C (2.41780, 2.33244, 0.96598)
C (1.58989, 3.46454, 1.24155)
C (0.22962, 3.34242, 0.75634)
N (-0.22950, 2.24338, 0.15142)
H (1.48447, -2.01182, 0.16821)
H (1.14776, -1.45622, 1.91101)
H (0.53657, -3.01648, 1.46672)
H (-2.39434, -0.76639, 1.28031)
H (-0.83791, -0.02103, 2.15977)
H (-1.47331, -1.63064, 2.34663)
H (-2.30556, -2.53065, -0.39951)
H (-0.84742, -3.33704, -0.78338)
H (-1.63678, -3.40681, 0.66219)
H (0.71795, -1.90251, -2.57822)
H (0.33799, -0.45806, -3.35706)
H (1.71333, -0.28500, -2.40732)
H (-2.58831, 0.17291, -2.22872)
H (-2.46033, 1.11080, -0.79049)
H (-1.26390, 1.57307, -2.15008)
H (2.38858, 0.46037, -0.13530)
H (3.52004, 2.38957, 1.13960)
H (1.98544, 4.37809, 1.56255)
H (-0.47999, 4.14004, 0.62749)

---

Record 7
This record from the OMol25 dataset describes one molecule with the formula C10H19N3O2 at a distorted geometry. The level of theory is the ωB97M-V functional and the def2-TZVPD basis.

## Properties
SMILES string = [H]/N=C(\N)NC[C@@H]1COC2(CCCCC2)O1
relative energy (zero: lowest compared OMol25 entry of this formula, charge and spin) = 156.6 kJ/mol
gap between HOMO and LUMO = 9.255 eV
total energy = -19243.126 eV

Cartesian coordinates (Å):
H (1.12353, -3.63621, 2.14374)
N (1.20250, -2.68994, 2.49635)
C (1.49132, -1.77433, 1.72374)
N (1.72453, -2.07117, 0.41858)
N (1.60734, -0.56655, 2.24843)
C (2.27810, 0.51916, 1.53415)
C (1.31131, 1.39463, 0.73314)
C (0.21063, 2.12127, 1.55454)
O (-0.89768, 2.07588, 0.66323)
C (-0.67834, 1.06709, -0.35681)
C (-1.55920, -0.08961, 0.08458)
C (-1.58003, -1.22507, -0.94325)
C (-2.03330, -0.76407, -2.31956)
C (-1.16287, 0.42549, -2.79715)
C (-1.01608, 1.60054, -1.76030)
O (0.72039, 0.80627, -0.41081)
H (1.40030, -1.27802, -0.14470)
H (1.40972, -2.97965, 0.12086)
H (1.81035, -0.60369, 3.25788)
H (3.08496, 0.09211, 0.89731)
H (2.71120, 1.17617, 2.31380)
H (1.96726, 2.20304, 0.33960)
H (0.01698, 1.62074, 2.50553)
H (0.49572, 3.13211, 1.83751)
H (-2.57720, 0.37883, 0.18237)
H (-1.24259, -0.43161, 1.11163)
H (-2.26512, -1.99873, -0.60919)
H (-0.60391, -1.69814, -1.03393)
H (-3.08696, -0.52034, -2.21246)
H (-1.98849, -1.63999, -3.00286)
H (-1.57660, 0.81574, -3.73834)
H (-0.11030, 0.10607, -3.03293)
H (-0.22267, 2.28127, -2.08183)
H (-1.96481, 2.15072, -1.72282)